Record 1
ORCA calculation (ωB97M-V/def2-TZVPD) on a cluster of 8 separate species, C38H53ClF2NO23 in total in a non-equilibrium geometry.

Output
**Calculated total energy**: -106799.764 eV
**Energy above the lowest of the compared OMol25 structures with the same formula, charge and spin**: 0.0 kJ/mol
**Strongest force on any atom**: 0.02286 hartree/bohr
**Charge**: +1
**Frontier orbital gap**: 7.6 eV

```
118
C38H53ClF2NO23 (ωB97M-V/def2-TZVPD)
C -2.37 -0.70 0.98
C -0.95 -0.19 0.71
N -0.22 -1.15 -0.17
C -0.62 -1.18 -1.46
C -0.04 -2.04 -2.37
F -0.49 -2.03 -3.61
C 0.98 -2.88 -1.96
C 1.67 -3.83 -2.89
O 2.18 -3.46 -3.89
O 1.72 -5.13 -2.48
Cl 0.15 -5.64 -2.08
C 1.37 -2.84 -0.63
C 0.75 -1.97 0.27
C 1.18 -2.00 1.71
C 2.47 -1.25 1.96
F 1.37 -3.34 2.00
H -3.08 -0.19 0.33
H -2.63 -0.59 2.02
H -2.43 -1.76 0.75
H -0.39 -0.02 1.61
H -0.97 0.74 0.15
H -1.41 -0.52 -1.78
H 2.15 -3.47 -0.25
H 0.40 -1.64 2.38
H 3.11 -1.29 1.08
H 3.01 -1.76 2.76
H 2.30 -0.21 2.22
C 4.08 -6.12 -4.75
C 4.57 -6.05 -6.17
C 3.49 -6.00 -7.23
O 4.16 -6.55 -8.36
C 5.12 -7.40 -7.90
O 5.74 -8.16 -8.57
O 5.27 -7.24 -6.56
H 4.91 -6.32 -4.07
H 3.61 -5.19 -4.46
H 3.36 -6.94 -4.63
H 5.27 -5.21 -6.29
H 3.15 -4.99 -7.45
H 2.64 -6.63 -6.98
C 7.26 -0.94 5.40
C 6.20 -0.30 4.54
C 6.32 1.19 4.35
O 4.95 1.56 4.09
C 4.17 0.66 4.72
O 2.99 0.77 4.84
O 4.89 -0.39 5.16
H 7.01 -1.97 5.61
H 8.22 -0.91 4.89
H 7.35 -0.42 6.35
H 6.13 -0.81 3.57
H 6.96 1.47 3.51
H 6.66 1.71 5.25
C -5.31 4.54 3.30
C -4.79 3.21 2.82
C -3.39 3.25 2.29
O -3.41 2.13 1.38
C -4.68 1.98 0.94
O -4.99 1.26 0.04
O -5.53 2.73 1.66
H -6.38 4.48 3.52
H -4.79 4.85 4.20
H -5.18 5.30 2.54
H -4.90 2.46 3.61
H -2.64 3.12 3.07
H -3.18 4.15 1.72
C -8.41 8.23 0.77
C -6.95 8.61 0.79
C -6.23 8.51 -0.53
O -4.87 8.28 -0.11
C -4.92 7.66 1.09
O -3.98 7.17 1.63
O -6.18 7.68 1.58
H -8.80 8.17 1.78
H -8.98 8.97 0.21
H -8.55 7.25 0.30
H -6.82 9.60 1.23
H -6.30 9.41 -1.13
H -6.55 7.65 -1.12
C -2.61 -4.08 -6.13
C -3.65 -3.44 -7.01
C -3.51 -1.95 -7.20
O -4.86 -1.56 -7.48
C -5.68 -2.46 -6.87
O -6.85 -2.33 -6.74
O -4.95 -3.52 -6.42
H -2.87 -5.12 -5.91
H -1.63 -4.07 -6.61
H -2.54 -3.57 -5.17
H -3.69 -3.95 -7.98
H -2.85 -1.67 -8.03
H -3.18 -1.44 -6.29
C 5.96 3.15 -0.40
C 6.64 1.81 -0.36
C 6.35 0.89 -1.52
O 6.55 -0.41 -0.93
C 6.29 -0.29 0.39
O 6.20 -1.21 1.14
O 6.16 1.00 0.74
H 6.09 3.68 0.55
H 6.38 3.76 -1.20
H 4.89 3.04 -0.57
H 7.72 1.94 -0.22
H 7.02 1.03 -2.36
H 5.32 0.96 -1.86
C -1.90 -1.39 5.39
C -1.79 -0.05 6.09
C -2.67 0.10 7.31
O -2.86 1.52 7.35
C -2.76 1.99 6.09
O -3.04 3.09 5.75
O -2.29 1.02 5.26
H -1.37 -1.36 4.44
H -1.46 -2.17 6.00
H -2.94 -1.64 5.18
H -0.75 0.17 6.32
H -2.20 -0.25 8.23
H -3.64 -0.37 7.20
```

These are the Löwdin partial charges, in e, on atoms 1 to 4:
1 C -0.032
2 C -0.113
3 N 0.029
4 C 0.105

=====

Record 2
ORCA calculation (ωB97M-V/def2-TZVPD) on a cluster of 4 separate species, C25H54BF5NO20P4S2 in total in a non-equilibrium geometry.

Output
**Calculated total energy**: -142338.072 eV
**Strongest force on any atom**: 0.11120 hartree/bohr
**Charge**: -1
**Frontier orbital gap**: 8.0 eV

```
112
C25H54BF5NO20P4S2 (ωB97M-V/def2-TZVPD)
C 5.74 -0.04 0.42
O 4.93 -1.19 0.44
C 4.17 -1.24 -0.76
C 3.68 -2.68 -0.91
O 4.81 -3.56 -0.67
C 5.77 -3.36 -1.51
N 6.54 -3.02 -2.30
O 2.83 -2.87 0.16
B 1.51 -2.61 -0.40
S 0.01 -2.74 0.77
O -1.04 -3.62 0.31
O 0.48 -3.20 2.06
C -0.72 -1.07 1.11
F -1.70 -1.28 2.02
F 0.16 -0.26 1.71
C -1.39 -0.35 -0.11
F -1.10 -0.91 -1.28
F -0.94 0.92 -0.14
F -2.71 -0.27 0.01
O 1.51 -3.40 -1.63
C 2.73 -3.02 -2.16
P 3.21 -4.34 -3.37
O 4.15 -5.43 -2.67
O 4.07 -3.71 -4.59
S 1.67 -5.22 -4.12
H 6.39 -0.07 1.30
H 5.15 0.88 0.46
H 6.40 -0.02 -0.46
H 3.35 -0.53 -0.63
H 4.76 -0.88 -1.61
H 1.44 -1.43 -0.80
H 2.59 -2.06 -2.68
H 4.58 -5.91 -3.39
H 4.08 -2.75 -4.54
O 8.07 -2.16 3.58
P 7.64 -3.45 4.19
O 6.03 -3.47 4.13
C 5.39 -3.63 2.84
C 5.64 -5.00 2.23
O 7.94 -3.15 5.77
C 8.55 -1.94 6.21
C 7.51 -0.86 6.47
O 7.90 -5.03 4.34
C 7.88 -5.75 5.59
C 6.57 -5.70 6.34
H 5.73 -2.84 2.17
H 4.32 -3.49 2.99
H 6.70 -5.14 2.00
H 5.08 -5.10 1.31
H 5.35 -5.79 2.92
H 9.30 -1.60 5.50
H 9.07 -2.17 7.14
H 6.80 -0.78 5.66
H 7.99 0.11 6.62
H 6.94 -1.10 7.37
H 8.71 -5.42 6.21
H 8.10 -6.78 5.32
H 6.26 -4.69 6.59
H 6.67 -6.26 7.27
H 5.77 -6.15 5.74
O -7.67 1.85 -3.42
P -8.11 0.60 -2.74
O -8.33 1.01 -1.17
C -9.44 1.86 -0.84
C -10.78 1.19 -1.08
O -6.73 -0.25 -2.70
C -5.52 0.21 -3.31
C -4.71 1.07 -2.36
O -9.03 -0.71 -2.76
C -8.60 -2.03 -2.37
C -8.13 -2.16 -0.94
H -9.37 2.78 -1.42
H -9.33 2.11 0.21
H -10.95 0.99 -2.14
H -11.59 1.83 -0.73
H -10.84 0.24 -0.55
H -5.73 0.73 -4.24
H -4.94 -0.67 -3.58
H -5.32 1.83 -1.87
H -3.90 1.58 -2.90
H -4.27 0.46 -1.58
H -7.84 -2.39 -3.07
H -9.47 -2.67 -2.51
H -7.29 -1.50 -0.70
H -7.80 -3.18 -0.76
H -8.94 -1.91 -0.25
O -1.38 5.92 -3.78
P -2.05 5.78 -2.47
O -3.42 6.67 -2.58
C -4.47 6.18 -3.42
C -5.09 4.89 -2.91
O -1.09 6.70 -1.52
C 0.10 7.31 -2.01
C -0.17 8.67 -2.61
O -2.49 4.82 -1.26
C -2.37 5.13 0.14
C -3.14 6.35 0.60
H -4.08 6.04 -4.44
H -5.22 6.96 -3.46
H -4.37 4.07 -2.92
H -5.94 4.60 -3.52
H -5.42 5.01 -1.88
H 0.61 6.65 -2.71
H 0.77 7.42 -1.15
H -1.02 8.65 -3.30
H 0.70 9.03 -3.15
H -0.42 9.39 -1.83
H -1.32 5.20 0.41
H -2.76 4.26 0.66
H -2.84 7.26 0.07
H -2.96 6.51 1.66
H -4.21 6.22 0.43
```

These are the Löwdin partial charges, in e, on atoms 1 to 4:
1 C -0.100
2 O -0.161
3 C -0.135
4 C -0.382

=====

Record 3
ORCA calculation (ωB97M-V/def2-TZVPD) on the molecule C5H2O.

Output
**Calculated total energy**: -7260.462 eV
**Energy above the lowest of the compared OMol25 structures with the same formula, charge and spin**: 4.5 kJ/mol
**Strongest force on any atom**: 0.01088 hartree/bohr
**Charge**: 0
**Frontier orbital gap**: 9.6 eV

```
8
C5H2O (ωB97M-V/def2-TZVPD)
O 3.06 -0.13 -1.18
C 2.12 0.49 -0.76
C 0.87 -0.08 -0.28
C -0.25 -0.33 0.12
C -1.54 -0.48 0.57
C -2.68 -0.53 0.96
H 2.11 1.60 -0.71
H -3.69 -0.54 1.29
```

These are the Löwdin partial charges, in e, on atoms 1 to 4:
1 O 0.064
2 C -0.275
3 C 0.063
4 C -0.032

=====

Record 4
ORCA calculation (ωB97M-V/def2-TZVPD) on a structure of composition C7H6InNO6 in a non-equilibrium geometry.

Output
**Calculated total energy**: -26283.147 eV
**Energy above the lowest of the compared OMol25 structures with the same formula, charge and spin**: 208.2 kJ/mol
**Strongest force on any atom**: 0.19521 hartree/bohr
**Charge**: +2
**Frontier orbital gap**: 8.6 eV

```
21
C7H6InNO6 (ωB97M-V/def2-TZVPD)
O -3.39 3.02 -3.91
C -2.74 2.91 -3.03
In -0.87 0.43 0.43
O -0.59 3.44 -0.68
C -0.67 2.39 -0.20
C 0.38 0.71 2.20
O 1.12 0.82 3.06
C -1.51 -1.45 1.01
O -1.89 -2.54 1.19
C -2.62 1.18 1.62
O -3.60 1.54 2.09
H -2.14 0.32 -0.77
C 2.63 -1.28 -1.26
C 1.64 -1.15 -0.21
N 1.58 -1.87 0.91
O 0.85 -0.22 -0.51
H 3.32 -2.05 -1.00
H 3.15 -0.33 -1.38
H 2.13 -1.52 -2.20
H 0.90 -1.78 1.64
H 2.31 -2.57 1.01
```

These are the Löwdin partial charges, in e, on atoms 1 to 4:
1 O 0.097
2 C -0.015
3 In 0.358
4 O 0.245

=====

Record 5
ORCA calculation (ωB97M-V/def2-TZVPD) on the molecule C4H6ClN in a non-equilibrium geometry.

Output
**Calculated total energy**: -18255.766 eV
**Energy above the lowest of the compared OMol25 structures with the same formula, charge and spin**: 161.6 kJ/mol
**Strongest force on any atom**: 0.04927 hartree/bohr
**Charge**: 0
**Frontier orbital gap**: 10.7 eV

```
12
C4H6ClN (ωB97M-V/def2-TZVPD)
C -0.10 1.34 -1.12
C 0.21 0.46 0.08
C 0.24 -0.33 0.98
C 0.52 -1.26 2.06
H -1.63 0.40 -2.01
H -0.18 -0.17 -2.34
H 0.83 1.84 -1.38
H -0.81 2.19 -0.85
H 1.59 -1.32 2.20
H -0.02 -0.93 2.96
N -0.69 0.71 -2.25
Cl 0.04 -2.93 1.66
```

These are the Löwdin partial charges, in e, on atoms 1 to 4:
1 C -0.320
2 C 0.006
3 C -0.131
4 C -0.604

=====

Record 6
ORCA calculation (ωB97M-V/def2-TZVPD) on a structure of composition C12H31I2N3O4Si2 in a non-equilibrium geometry.

Output
**Calculated total energy**: -57565.884 eV
**Energy above the lowest of the compared OMol25 structures with the same formula, charge and spin**: 63.6 kJ/mol
**Strongest force on any atom**: 0.04413 hartree/bohr
**Charge**: 0
**Frontier orbital gap**: 9.3 eV

```
54
C12H31I2N3O4Si2 (ωB97M-V/def2-TZVPD)
C -0.74 8.42 -0.28
C -0.68 7.03 -0.95
I -1.44 7.08 -3.01
C -1.50 6.03 -0.05
I -0.77 4.02 -0.55
Si -3.36 6.19 -0.51
O -4.35 5.81 0.86
Si -5.93 6.39 0.49
H -0.89 9.21 -1.02
H -1.52 8.47 0.49
H 0.20 8.58 0.26
H 0.34 6.67 -1.06
H -1.32 6.23 1.01
H -3.58 7.64 -0.75
H -3.77 5.35 -1.63
H -6.12 6.29 -0.98
H -6.90 5.59 1.24
H -6.09 7.80 0.87
C 2.00 -1.84 0.18
C 1.01 -1.02 -0.60
O 0.76 -1.25 -1.78
N 0.37 -0.01 0.05
C 0.52 0.41 1.43
H 2.42 -2.60 -0.46
H 2.81 -1.20 0.54
H 1.51 -2.33 1.02
H -0.28 0.49 -0.53
H -0.45 0.33 1.93
H 0.84 1.45 1.45
H 1.24 -0.20 1.96
C -1.47 -4.90 0.01
C -0.89 -4.25 1.23
O 0.32 -4.08 1.36
N -1.74 -3.86 2.21
C -3.19 -3.98 2.24
H -0.67 -5.15 -0.68
H -2.01 -5.81 0.27
H -2.15 -4.21 -0.50
H -1.28 -3.44 3.00
H -3.63 -2.98 2.34
H -3.48 -4.58 3.11
H -3.57 -4.45 1.34
C 5.14 -5.30 -2.82
C 6.00 -5.42 -1.60
O 7.21 -5.57 -1.67
N 5.40 -5.34 -0.38
C 3.98 -5.15 -0.09
H 5.76 -5.38 -3.71
H 4.40 -6.10 -2.84
H 4.63 -4.33 -2.84
H 6.04 -5.42 0.39
H 3.86 -4.24 0.49
H 3.63 -6.00 0.49
H 3.39 -5.08 -1.00
```

These are the Löwdin partial charges, in e, on atoms 1 to 4:
1 C -0.164
2 C -0.864
3 I 0.805
4 C -0.863

=====

> The highest strongest force on any atom belongs to which entry?

C7H6InNO6